Density functional theory data (ωB97M-V/def2-TZVPD) for C12H24ClCrIN3O2P2 as an isolated structure.

Calculated values
**Highest occupied orbital energy (spin up / spin down)**: -13.93 / -13.93 eV
**Expectation value of S²**: 3.96

Structure (ORCA input):
```
! wB97M-V def2-TZVPD RIJCOSX def2/J DEFGRID3
* xyz 2 4
I 2.085 2.160 -4.340
Cr 0.653 0.610 0.082
Cl -0.023 -0.013 -2.120
P -1.030 2.201 -0.010
P -0.327 -1.111 1.429
O 4.212 4.292 -4.113
O 1.502 1.392 2.841
N -0.914 -3.258 3.070
N -1.100 -3.587 0.674
N 1.115 -3.386 1.745
C -2.697 1.493 -0.282
C 1.290 -1.934 1.569
C 3.688 3.824 -6.434
C -1.020 -1.794 2.984
C 0.494 -3.696 3.042
C -1.289 -2.164 0.307
C -1.261 3.284 1.450
C -1.675 -3.905 1.994
C 3.600 3.699 -4.938
C -0.849 3.386 -1.395
C 0.330 -3.995 0.639
C 1.169 1.086 1.761
H 2.704 4.092 -6.827
H -1.710 4.061 -1.453
H 4.432 4.583 -6.692
H 1.072 -3.225 3.870
H -2.963 0.859 0.568
H -1.661 -5.007 2.150
H -2.080 3.992 1.289
H -0.758 2.813 -2.321
H 0.065 3.969 -1.253
H -3.448 2.282 -0.402
H 0.391 -5.102 0.726
H -2.076 -1.470 3.099
H -2.659 0.872 -1.181
H -2.744 -3.600 2.041
H -1.479 2.668 2.327
H -0.922 -2.038 -0.724
H 0.783 -3.743 -0.345
H 1.841 -1.766 0.618
H -2.361 -1.876 0.328
H -0.336 3.835 1.642
H 3.959 2.853 -6.857
H 0.551 -4.793 3.224
H -0.454 -1.347 3.832
H 1.903 -1.498 2.387
*
```

Density functional theory data (ωB97M-V/def2-TZVPD) for one molecule with the formula C6H13ClNO5P.

Calculated values
**ΔE to the lowest compared entry with this formula, charge and spin**: 131.99 kJ/mol
**Highest occupied orbital energy**: -9.69 eV
**SMILES**: C=[N+]([O-])O[C@H](Cl)P(=O)(OCC)OCC

Structure (ORCA input):
```
! wB97M-V def2-TZVPD RIJCOSX def2/J DEFGRID3
* xyz 0 1
Cl 3.194 2.546 -0.762
P 1.217 0.506 -0.036
O 1.272 0.462 1.467
O 0.304 -0.469 -0.890
O 3.954 0.243 -0.215
O 2.644 -1.471 0.212
O 0.605 1.927 -0.472
N 3.559 -0.825 0.616
C -0.613 2.321 0.173
C 2.852 0.823 -0.918
C 4.267 -0.852 1.645
C -1.478 -2.006 -0.548
C -1.993 1.895 -0.369
C 0.084 -1.843 -0.505
H -2.160 2.155 -1.523
H -2.785 2.568 -0.020
H -2.205 0.773 -0.305
H 0.497 -2.648 -1.020
H 4.194 -1.856 2.224
H -1.646 -1.562 -1.571
H -1.707 -2.970 -0.326
H 0.231 -2.114 0.578
H -2.031 -1.417 0.110
H 2.719 0.646 -1.917
H -0.489 3.469 0.207
H 4.795 -0.001 2.020
H -0.678 2.065 1.161
*
```

Number 1: electronic energy -3270.82306 Ha. Number 2: electronic energy -1468.77771 Ha.